Entry 1:
21
Properties=species:S:1:pos:R:3:nbo_charge:R:1 method="wB97M-V/def2-TZVPD" e_tot_ha=-1555.02311 homo_lumo_gap_ev=7.62 charge=+1 relative_energy_kj_mol=132.75
C -1.773 1.038 -0.243 0.1826
C -1.232 0.131 1.943 0.2494
C 0.026 -1.289 0.297 0.0056
C 1.907 0.654 1.309 -0.7321
C 0.625 -2.641 -2.033 -0.7119
N -1.620 1.131 1.142 -0.6495
N -0.702 -1.042 1.392 -0.6328
N -2.469 2.006 -0.768 -0.7382
S -1.695 0.230 3.541 -0.0293
S 1.443 -0.341 -0.103 0.4178
S -0.470 -2.680 -0.566 0.4596
H 2.889 0.844 1.045 0.2584
H 2.021 0.103 2.231 0.2610
H 1.324 1.507 1.378 0.2398
H 0.101 -2.965 -2.922 0.2674
H 1.351 -3.391 -1.748 0.2499
H 0.959 -1.580 -2.044 0.2445
H -2.082 1.846 1.706 0.4141
H -1.335 -1.667 1.775 0.4476
H -2.716 1.906 -1.736 0.4123
H -2.760 2.862 -0.385 0.3838



Entry 2:
53
Properties=species:S:1:pos:R:3:nbo_charge:R:1 method="wB97M-V/def2-TZVPD" e_tot_ha=-1243.33267 homo_lumo_gap_ev=9.18 charge=0 smiles="COCCCNC(=O)CCc1nnc(Cc2ccc(-c3ccccc3)cc2)o1" relative_energy_kj_mol=263.16
C -4.616 -2.262 -1.570 -0.2465
O -3.427 -2.757 -1.014 -0.5388
C -2.315 -1.934 -1.276 -0.0582
C -1.113 -2.477 -0.514 -0.4185
C 0.097 -1.555 -0.671 -0.2335
N 1.233 -1.998 0.106 -0.6131
C 1.507 -1.483 1.321 0.6774
O 0.784 -0.683 1.876 -0.6355
C 2.809 -1.969 1.956 -0.4828
C 4.000 -1.987 0.983 -0.4644
C 3.889 -0.875 0.008 0.4688
N 3.899 -0.966 -1.280 -0.3067
N 3.669 0.274 -1.768 -0.3045
C 3.528 1.059 -0.752 0.4794
C 3.084 2.473 -0.752 -0.4674
C 1.604 2.388 -0.451 -0.0178
C 0.694 2.192 -1.481 -0.2169
C -0.636 1.946 -1.199 -0.2187
C -1.079 1.867 0.120 0.0070
C -2.460 1.465 0.423 0.0191
C -3.540 1.978 -0.290 -0.2415
C -4.827 1.553 -0.012 -0.2002
C -5.050 0.606 0.973 -0.2253
C -3.981 0.088 1.686 -0.2060
C -2.694 0.515 1.417 -0.2334
C -0.169 2.103 1.147 -0.1847
C 1.157 2.361 0.863 -0.2047
O 3.670 0.392 0.417 -0.4213
H -4.546 -2.193 -2.663 0.1598
H -5.403 -2.964 -1.301 0.1905
H -4.856 -1.268 -1.170 0.1721
H -2.526 -0.903 -0.953 0.1700
H -2.106 -1.914 -2.359 0.1553
H -0.881 -3.481 -0.873 0.2012
H -1.378 -2.545 0.542 0.2157
H 0.397 -1.488 -1.720 0.2014
H -0.163 -0.557 -0.313 0.2316
H 1.837 -2.692 -0.304 0.3991
H 2.651 -2.968 2.367 0.2335
H 3.012 -1.291 2.786 0.2382
H 4.930 -1.890 1.549 0.2408
H 4.050 -2.914 0.411 0.2371
H 3.612 3.033 0.021 0.2350
H 3.272 2.904 -1.733 0.2488
H 1.038 2.204 -2.505 0.2178
H -1.329 1.762 -2.007 0.2142
H -3.370 2.724 -1.053 0.2138
H -5.659 1.961 -0.569 0.2122
H -6.056 0.270 1.183 0.2142
H -4.152 -0.658 2.448 0.2160
H -1.854 0.095 1.951 0.2354
H -0.499 2.065 2.173 0.2202
H 1.857 2.514 1.672 0.2146



Entry 3:
23
Properties=species:S:1:pos:R:3:nbo_charge:R:1 method="wB97M-V/def2-TZVPD" e_tot_ha=-643.92091 homo_lumo_gap_ev=9.36 charge=+1 relative_energy_kj_mol=104.20
C 1.349 0.137 -0.087 0.3984
C -2.725 1.440 1.605 -0.4787
C -3.103 1.896 -0.954 -0.6758
C 2.451 -2.121 -0.450 -0.4084
C 0.878 -1.707 1.341 -0.4505
C -2.778 1.152 0.309 0.0178
N 1.596 -1.126 0.210 -0.3164
N 0.743 0.979 0.685 -0.7241
I -2.426 -1.012 -0.270 0.0019
H 1.716 0.472 -1.009 0.2222
H -2.671 0.689 2.332 0.2208
H -2.606 2.422 2.016 0.2282
H 0.757 1.961 0.470 0.4358
H -2.160 1.745 -1.622 0.2265
H -3.951 1.575 -1.409 0.2443
H -3.209 3.018 -0.659 0.2364
H 1.700 -2.866 -0.891 0.2225
H 3.001 -1.793 -1.316 0.2384
H 3.037 -2.658 0.235 0.2342
H -0.141 -1.353 1.375 0.2271
H 0.922 -2.783 1.315 0.2431
H 1.189 -1.383 2.264 0.2180
H 0.184 0.735 1.520 0.4384



Entry 4:
12
Properties=species:S:1:pos:R:3:nbo_charge:R:1 method="wB97M-V/def2-TZVPD" e_tot_ha=-517.20902 homo_lumo_gap_ev=10.13 charge=0 smiles="C=C.CS" relative_energy_kj_mol=187.89
C 2.124 0.855 1.124 -0.4029
C 2.074 1.423 -0.135 -0.3755
H 2.344 1.459 2.011 0.1999
H 1.971 -0.243 1.103 0.2096
H 2.493 2.338 -0.465 0.1857
H 1.512 0.944 -0.821 0.1837
C -2.263 -1.567 -0.693 -0.7287
S -0.998 -0.432 0.001 -0.0585
H -2.310 -2.527 -0.071 0.2237
H -2.100 -1.796 -1.738 0.2193
H -3.227 -1.105 -0.602 0.2245
H -1.621 0.651 0.287 0.1192



Entry 5:
15
Properties=species:S:1:pos:R:3:nbo_charge:R:1 method="wB97M-V/def2-TZVPD" e_tot_ha=-358.77643 homo_lumo_gap_ev=7.94 charge=0 relative_energy_kj_mol=635.23
H -0.442 2.184 -3.239 0.3359
N 0.585 1.943 -2.691 -0.5685
C -0.078 1.019 -1.861 0.2823
C -1.476 1.222 -1.368 0.1949
N -2.469 1.708 -0.875 -0.2512
N 0.906 0.197 -1.078 -0.6172
C 0.905 -0.675 0.109 -0.0602
C 0.005 -0.374 1.222 -0.2417
C -0.045 -1.357 2.418 -0.6704
H 1.560 0.110 -1.837 0.4106
H 1.675 -1.601 -0.201 0.2414
H -0.743 0.682 1.256 0.2556
H 0.944 -2.021 2.503 0.2293
H -0.838 -2.082 2.110 0.2243
H -0.487 -0.955 3.533 0.2349



Entry 6:
49
Properties=species:S:1:pos:R:3:nbo_charge:R:1 method="wB97M-V/def2-TZVPD" e_tot_ha=-737.08140 homo_lumo_gap_ev=8.77 charge=+1 relative_energy_kj_mol=1166.17
C 3.627 1.344 2.698 -0.6168
H 2.716 0.735 3.037 0.1793
H 4.291 0.754 2.072 0.2132
C 3.042 2.512 1.731 -0.4733
H 2.198 3.256 2.323 0.2447
H 3.944 3.202 1.605 0.2792
C 2.665 1.888 0.591 0.0028
C 3.684 1.494 -0.545 -0.4094
C 4.907 2.433 -0.708 -0.6049
H 5.477 1.948 -1.422 0.2326
H 4.682 3.288 -1.119 0.2132
H 5.571 2.533 0.144 0.2174
H 3.929 0.568 0.049 0.1793
H 3.334 1.122 -1.554 0.2467
H 2.060 2.902 -0.183 0.2084
N 1.602 0.862 0.739 -0.4024
H 1.857 0.202 1.419 0.4375
C 1.068 0.180 -0.480 -0.2079
C -0.068 -0.857 -0.344 -0.1481
N -1.043 -0.321 0.468 -0.4485
C -0.667 0.494 1.668 -0.2028
C 0.522 1.391 1.353 -0.2633
H -0.071 2.150 0.605 0.2417
H 0.776 1.854 2.302 0.2433
H -1.538 1.022 1.954 0.2429
H -0.277 -0.369 2.333 0.1585
C -2.354 -1.074 0.796 -0.2397
H -1.949 -2.074 0.960 0.2029
C -2.884 -1.458 -0.605 -0.2420
C -2.777 -2.908 -1.136 -0.4022
C -3.280 -2.980 -2.726 -0.4259
C -4.701 -2.288 -2.742 -0.2327
C -5.206 -1.648 -1.863 -0.1633
C -4.524 -1.109 -0.476 -0.3961
H -4.680 -0.080 -0.341 0.2170
H -4.824 -1.814 0.092 0.1959
H -6.287 -1.094 -2.024 0.2128
H -5.129 -2.928 -3.532 0.2268
H -3.283 -4.067 -2.911 0.2226
H -2.454 -2.549 -3.368 0.2150
H -3.337 -3.678 -0.418 0.2266
H -1.471 -3.273 -1.101 0.1702
H -2.508 -0.683 -1.374 0.2072
H -2.970 -0.566 1.450 0.2203
H -0.252 -1.223 -1.167 0.2043
H 0.313 -1.664 0.445 0.1190
H 0.475 0.909 -1.139 0.2410
H 1.708 -0.320 -0.963 0.2079
H 4.083 1.983 3.408 0.2490